(1)
Molecular formula: C2H5PS
Method: DFT, the ωB97M-V functional and the def2-TZVPD basis

Positions of all 9 atoms, in Å:
C: 1.342 1.002 -1.060
C: 0.475 0.157 -0.600
S: -0.412 0.590 0.922
P: -1.673 -1.053 0.926
H: 1.725 0.886 -2.051
H: 1.627 1.765 -0.341
H: 0.017 -0.705 -1.002
H: -2.149 -0.637 2.238
H: -2.831 -0.391 0.143

Gap between HOMO and LUMO (eV): 9.40
LUMO (Eh): 0.034
SMILES: C=CSP
Molecular weight (g/mol): 92.1
HOMO level (eV): -8.5



(2)
Molecular formula: C2H5PS
Method: DFT, the ωB97M-V functional and the def2-TZVPD basis

Positions of all 9 atoms, in Å:
P: -1.272 1.184 0.122
C: 0.091 0.152 -0.652
C: 0.723 -0.936 0.098
S: 1.893 0.586 0.103
H: -0.705 1.239 1.487
H: -2.216 0.135 0.026
H: -0.025 0.425 -1.716
H: 0.442 -1.157 1.136
H: 1.069 -1.627 -0.605

Gap between HOMO and LUMO (eV): 9.67
LUMO (Eh): 0.028
SMILES: P[C@@H]1CS1
Molecular weight (g/mol): 92.1
HOMO level (eV): -8.9



Q: Which of them is the least stable? A: (2).



(1)
Molecular formula: C3H11NO3
Method: DFT, the ωB97M-V functional and the def2-TZVPD basis

Positions of all 18 atoms, in Å:
C: 0.182 -0.732 -1.634
C: 1.473 -0.384 -1.021
N: 1.624 -0.566 0.293
C: 1.111 -1.956 0.919
O: 2.263 0.296 -1.659
H: 0.194 -0.749 -2.729
H: -0.522 -0.003 -1.222
H: -0.165 -1.735 -1.180
H: 2.445 0.016 0.512
H: 1.554 -2.100 1.936
H: -0.082 -1.998 0.796
H: 1.543 -2.701 0.177
H: -4.040 2.267 0.351
H: -4.401 0.788 0.482
O: -3.734 1.442 0.025
H: -2.065 1.602 1.789
H: -0.907 0.722 1.921
O: -1.219 1.548 2.326

Charge: -1
Multiplicity: 2
Gap between HOMO and LUMO (spin up / spin down) (eV): 2.61 / 9.95
LUMO (spin up / spin down) (Eh): 0.122 / 0.117
Molecular weight (g/mol): 109.1
HOMO level (spin up / spin down) (eV): 0.7 / -6.8



(2)
Molecular formula: C3H11NO3
Method: DFT, the ωB97M-V functional and the def2-TZVPD basis

Positions of all 18 atoms, in Å:
O: -0.109 -0.586 -2.183
C: -0.865 0.083 -1.369
C: -0.354 1.208 -0.504
C: 0.877 1.933 -1.133
N: 0.045 0.786 0.867
H: -1.973 0.053 -1.495
H: -1.091 1.991 -0.360
H: 1.084 1.688 -2.172
H: 0.755 3.009 -1.007
H: 1.791 1.772 -0.551
H: 0.847 0.152 0.828
H: -0.727 0.301 1.292
H: 0.929 -2.340 2.544
H: -0.228 -2.041 3.448
O: 0.467 -1.591 2.954
H: -0.739 -2.405 -1.072
H: -0.176 -1.564 0.040
O: -0.533 -2.447 -0.128

Charge: -1
Multiplicity: 2
Gap between HOMO and LUMO (spin up / spin down) (eV): 3.77 / 6.85
LUMO (spin up / spin down) (Eh): 0.130 / 0.129
Molecular weight (g/mol): 109.1
HOMO level (spin up / spin down) (eV): -0.2 / -3.3



Q: Which of them is the least stable? A: (1).



(1)
Molecular formula: H19O10
Method: DFT, the ωB97M-V functional and the def2-TZVPD basis

Positions of all 29 atoms, in Å:
O: -0.786 -3.263 -1.281
H: -0.397 -2.735 -0.565
H: -1.129 -2.694 -1.976
O: -2.649 2.824 1.378
H: -1.714 2.874 1.662
H: -2.541 1.866 1.199
O: 1.661 -1.140 -2.535
H: 1.799 -2.076 -2.751
H: 2.032 -1.116 -1.639
O: -0.328 -1.311 0.623
H: 0.242 -0.640 1.189
H: -0.827 -1.714 1.348
O: 1.253 0.339 1.693
H: 1.055 1.505 0.425
H: 2.006 -0.075 2.124
O: -0.542 2.008 3.136
H: -0.922 1.445 2.451
H: 0.373 2.004 2.804
O: -2.740 -0.080 0.929
H: -1.830 -0.343 0.644
H: -3.311 0.074 0.173
O: 1.079 1.716 -0.551
H: 1.029 0.886 -1.020
H: 3.135 1.395 -0.165
O: 3.872 0.751 -0.220
H: 3.623 0.357 0.634
O: -1.492 -1.183 -3.114
H: -1.403 -0.406 -3.683
H: -0.548 -1.266 -2.913

Charge: -1
Gap between HOMO and LUMO (eV): 9.05
LUMO (Eh): 0.108
Molecular weight (g/mol): 179.1
HOMO level (eV): -6.1



(2)
Molecular formula: H19O10
Method: DFT, the ωB97M-V functional and the def2-TZVPD basis

Positions of all 29 atoms, in Å:
O: 1.680 -1.357 -2.679
H: 1.982 -2.257 -2.579
H: 0.976 -3.386 1.834
O: -0.586 -2.935 -0.202
H: -0.488 -2.895 -1.155
H: 0.519 0.768 1.613
O: 1.903 1.032 -0.939
H: -0.594 -2.032 0.135
H: 1.464 0.458 -0.286
O: -1.049 0.783 -0.853
H: -1.207 2.529 3.117
H: 2.039 -0.929 -1.895
O: -1.929 2.827 2.612
H: 1.715 -2.033 2.044
H: -0.451 0.644 -0.019
O: 0.866 3.920 -0.867
H: 1.216 3.478 -0.093
H: 1.036 3.318 -1.589
O: -0.588 -1.295 3.089
H: -0.963 -1.940 2.484
H: -2.395 0.986 -2.903
O: -2.497 0.094 -3.248
H: -1.647 -0.228 -2.918
H: -2.101 2.116 1.983
O: 1.801 -2.985 2.099
H: 1.411 0.922 -1.753
O: 0.445 -0.033 1.081
H: -1.518 -0.018 -1.060
H: -0.020 -0.759 2.443

Charge: -1
Gap between HOMO and LUMO (eV): 9.38
LUMO (Eh): 0.106
Molecular weight (g/mol): 179.1
HOMO level (eV): -6.5



(3)
Molecular formula: H19O10
Method: DFT, the ωB97M-V functional and the def2-TZVPD basis

Positions of all 29 atoms, in Å:
O: 0.571 3.473 0.289
H: 0.997 2.686 0.747
H: -0.785 -1.592 3.666
O: 1.234 -0.915 3.133
H: 2.075 -1.276 2.840
H: 0.213 0.153 -0.406
O: -1.568 2.011 -1.581
H: 1.195 -0.625 2.180
H: -0.716 2.261 -1.147
O: 2.184 0.437 -2.071
H: -1.062 -1.310 -0.722
H: 0.634 3.332 -0.649
O: -1.981 -0.950 -0.910
H: -1.737 -0.648 2.953
H: 1.832 0.115 -1.192
O: -2.277 0.039 -3.896
H: -2.215 -0.363 -2.972
H: -2.008 0.940 -3.705
O: 0.161 -3.328 0.218
H: -0.783 -3.130 0.389
H: 1.427 0.825 1.062
O: 2.172 1.440 1.183
H: 3.001 1.008 1.296
H: -2.485 -1.652 -0.500
O: -1.697 -1.543 3.267
H: -1.929 1.840 -0.717
O: 0.816 -0.556 -0.157
H: 2.150 -0.224 -2.742
H: 0.580 -2.448 0.145

Charge: -1
Gap between HOMO and LUMO (eV): 9.02
LUMO (Eh): 0.111
Molecular weight (g/mol): 179.1
HOMO level (eV): -6.0



(4)
Molecular formula: H19O10
Method: DFT, the ωB97M-V functional and the def2-TZVPD basis

Positions of all 29 atoms, in Å:
O: -0.179 -1.271 -0.256
H: -0.728 -0.460 -0.232
H: 3.100 -0.088 1.633
O: 0.678 3.228 -0.256
H: 0.733 2.950 -1.180
H: 2.655 -3.105 0.522
O: 3.150 0.576 0.949
H: 0.105 2.488 0.084
H: 2.446 0.588 0.299
O: -0.829 0.060 2.848
H: -2.913 -0.181 -1.322
H: 0.741 -1.120 -0.059
O: -2.974 0.778 -1.270
H: 0.416 -0.489 -2.102
H: -0.547 0.101 1.896
O: -0.707 1.886 -2.452
H: -1.348 2.198 -3.073
H: -0.871 1.323 -1.702
O: -1.609 -2.676 2.344
H: -0.902 -2.962 1.755
H: -1.306 -1.767 2.539
O: 0.770 -0.991 -2.837
H: 0.229 -1.783 -2.781
H: -2.203 0.949 -0.669
O: -0.923 1.170 0.463
H: -1.255 2.023 0.751
O: 2.794 -2.296 1.022
H: -1.656 0.530 2.693
H: 3.134 -1.655 0.393

Charge: -1
Gap between HOMO and LUMO (eV): 9.24
LUMO (Eh): 0.104
Molecular weight (g/mol): 179.1
HOMO level (eV): -6.4



Q: Which of them is the least stable? A: (3).



(1)
Molecular formula: C21H26N2O3
Method: DFT, the ωB97M-V functional and the def2-TZVPD basis

Positions of all 52 atoms, in Å:
C: -1.307 1.538 -4.504
C: -0.852 2.780 -3.733
N: -1.392 2.829 -2.395
C: -2.642 3.536 -2.242
C: -2.442 5.016 -1.902
C: -0.753 2.244 -1.329
C: -1.192 2.427 -0.012
C: -0.553 1.832 1.059
C: 0.570 1.039 0.880
C: 1.313 0.356 2.015
C: 0.776 0.699 3.404
C: -0.624 0.165 3.626
O: -1.468 0.720 4.297
N: -0.863 -1.040 3.043
C: 0.073 -1.773 2.317
C: -0.121 -3.135 2.098
C: 0.819 -3.875 1.404
O: 0.722 -5.206 1.132
C: -0.421 -5.895 1.571
C: 1.990 -3.241 0.933
O: 2.877 -4.051 0.285
C: 4.060 -3.477 -0.210
C: 2.161 -1.885 1.152
C: 1.206 -1.137 1.828
C: 1.018 0.859 -0.424
C: 0.378 1.432 -1.501
H: -2.392 1.521 -4.586
H: -0.992 0.634 -3.989
H: -0.884 1.540 -5.505
H: 0.239 2.817 -3.691
H: -1.184 3.676 -4.266
H: -3.246 3.053 -1.470
H: -3.195 3.455 -3.182
H: -1.891 5.121 -0.971
H: -3.404 5.512 -1.800
H: -1.877 5.511 -2.688
H: -2.046 3.049 0.202
H: -0.953 2.014 2.043
H: 2.367 0.654 1.960
H: 0.781 1.774 3.586
H: 1.417 0.228 4.158
H: -1.761 -1.466 3.232
H: -1.016 -3.599 2.482
H: -0.287 -6.924 1.241
H: -1.335 -5.489 1.125
H: -0.510 -5.876 2.663
H: 4.606 -4.293 -0.682
H: 3.853 -2.703 -0.956
H: 4.671 -3.052 0.594
H: 3.050 -1.386 0.801
H: 1.886 0.243 -0.607
H: 0.769 1.232 -2.485

Gap between HOMO and LUMO (eV): 8.00
LUMO (Eh): 0.027
SMILES: CCN(CC)c1ccc([C@H]2CC(=O)Nc3cc(OC)c(OC)cc32)cc1
Molecular weight (g/mol): 354.4
HOMO level (eV): -7.3



(2)
Molecular formula: C21H26N2O3
Method: DFT, the ωB97M-V functional and the def2-TZVPD basis

Positions of all 52 atoms, in Å:
C: -5.523 -3.644 -1.316
C: -4.557 -3.884 -0.163
C: -4.425 -2.640 0.720
O: -3.896 -1.529 0.028
C: -2.570 -1.501 -0.293
C: -1.602 -2.391 0.156
C: -0.278 -2.242 -0.219
C: 0.107 -1.200 -1.053
N: 1.427 -0.990 -1.465
C: 2.551 -1.650 -1.093
O: 2.591 -2.621 -0.367
C: 3.817 -1.023 -1.674
C: 4.311 0.098 -0.754
C: 3.391 1.316 -0.790
O: 2.626 1.522 -1.715
N: 3.550 2.126 0.273
C: 2.766 3.307 0.639
C: 2.407 4.166 -0.572
C: 1.527 2.909 1.416
C: 1.283 3.448 2.672
C: 0.152 3.087 3.383
C: -0.742 2.175 2.849
C: -0.506 1.632 1.598
C: 0.621 2.000 0.885
C: -0.864 -0.306 -1.506
C: -2.180 -0.454 -1.132
H: -6.524 -3.442 -0.941
H: -5.197 -2.788 -1.902
H: -5.566 -4.514 -1.966
H: -3.577 -4.150 -0.563
H: -4.908 -4.711 0.458
H: -5.417 -2.310 1.041
H: -3.829 -2.862 1.615
H: -1.857 -3.211 0.809
H: 0.463 -2.937 0.138
H: 1.570 -0.143 -2.007
H: 4.579 -1.800 -1.734
H: 3.627 -0.622 -2.670
H: 4.393 -0.278 0.268
H: 5.304 0.424 -1.079
H: 4.160 1.794 1.004
H: 3.415 3.898 1.298
H: 3.307 4.437 -1.118
H: 1.744 3.628 -1.241
H: 1.911 5.071 -0.230
H: 1.981 4.157 3.096
H: -0.027 3.515 4.359
H: -1.622 1.889 3.407
H: -1.197 0.920 1.171
H: 0.794 1.578 -0.091
H: -0.579 0.509 -2.155
H: -2.935 0.237 -1.474

Gap between HOMO and LUMO (eV): 8.42
LUMO (Eh): 0.024
SMILES: CCCOc1ccc(NC(=O)CCC(=O)N[C@@H](C)c2ccccc2)cc1
Molecular weight (g/mol): 354.4
HOMO level (eV): -7.8



Q: Which of them is the least stable? A: (1).



(1)
Molecular formula: C3H4BrNO2
Method: DFT, the ωB97M-V functional and the def2-TZVPD basis

Positions of all 11 atoms, in Å:
C: -0.390 0.617 -1.736
C: -0.383 -0.299 -0.797
C: -0.428 0.002 0.636
N: 1.248 -0.324 1.517
O: 1.099 -0.661 2.659
O: 2.295 -0.255 0.942
Br: -1.527 -1.092 1.612
H: -0.415 0.464 -2.854
H: -0.552 1.809 -1.621
H: -0.318 -1.345 -1.220
H: -0.628 1.085 0.862

Gap between HOMO and LUMO (eV): 9.84
LUMO (Eh): -0.005
Molecular weight (g/mol): 166.0
HOMO level (eV): -10.0



(2)
Molecular formula: C3H4BrNO2
Method: DFT, the ωB97M-V functional and the def2-TZVPD basis

Positions of all 11 atoms, in Å:
C: -0.726 1.102 0.203
C: 0.565 0.266 -0.643
C: 0.844 -0.869 0.351
N: -1.607 0.295 0.656
O: -0.473 2.223 0.469
O: -0.154 -1.692 0.384
Br: -2.951 -0.470 -0.110
H: 0.031 -0.089 -1.536
H: 1.340 0.881 -0.659
H: 1.752 -1.293 -0.302
H: 1.379 -0.354 1.187

Gap between HOMO and LUMO (spin up / spin down) (eV): 6.25 / 6.24
LUMO (spin up / spin down) (Eh): -0.111 / -0.111
Molecular weight (g/mol): 166.0
HOMO level (spin up / spin down) (eV): -9.3 / -9.3



Q: Which of them is the least stable? A: (2).



(1)
Molecular formula: C5H5NS
Method: DFT, the ωB97M-V functional and the def2-TZVPD basis

Positions of all 12 atoms, in Å:
C: 1.882 0.901 -0.041
C: 0.455 -0.927 -0.305
C: -0.903 -1.496 -0.086
C: -1.038 0.835 -0.062
C: 0.389 0.501 -0.182
H: 1.960 0.976 1.090
H: 2.434 1.549 -0.796
H: -1.601 -2.354 0.340
H: -2.651 -0.495 0.073
H: -1.514 1.761 0.075
N: -1.713 -0.374 -0.068
S: 2.301 -0.875 -0.038

Gap between HOMO and LUMO (eV): 8.61
LUMO (Eh): 0.033
Molecular weight (g/mol): 111.2
HOMO level (eV): -7.7



(2)
Molecular formula: C5H5NS
Method: DFT, the ωB97M-V functional and the def2-TZVPD basis

Positions of all 12 atoms, in Å:
C: -2.280 1.013 -0.861
C: -2.231 2.207 -0.987
C: 1.344 -1.466 0.721
C: 1.544 -1.057 -0.588
C: 0.668 -0.431 1.360
N: 0.268 0.588 0.709
S: 0.811 0.454 -0.824
H: -2.346 -0.037 -0.771
H: 1.727 -2.411 1.238
H: 2.103 -1.622 -1.343
H: 0.441 -0.460 2.410
H: -2.047 3.221 -1.063

Gap between HOMO and LUMO (eV): 10.34
LUMO (Eh): 0.032
Molecular weight (g/mol): 111.2
HOMO level (eV): -9.5



Q: Which of them is the least stable? A: (1).



(1)
Molecular formula: CH5FN2
Method: DFT, the ωB97M-V functional and the def2-TZVPD basis

Positions of all 9 atoms, in Å:
C: -0.784 -0.680 -0.145
N: -0.090 0.329 0.661
N: 1.146 0.552 0.454
F: 1.395 1.342 -1.082
H: -0.189 -0.521 -1.113
H: -0.705 -1.611 0.265
H: -1.870 -0.313 -0.204
H: -0.484 1.169 0.989
H: 1.580 -0.267 0.176

Gap between HOMO and LUMO (eV): 10.76
LUMO (Eh): 0.031
Molecular weight (g/mol): 64.1
HOMO level (eV): -9.9



(2)
Molecular formula: CH5FN2
Method: DFT, the ωB97M-V functional and the def2-TZVPD basis

Positions of all 9 atoms, in Å:
C: -0.827 -1.012 -0.196
N: 1.121 1.354 0.130
N: 1.136 0.523 -0.888
F: 2.133 -0.505 -0.658
H: -1.274 -0.823 -1.146
H: -0.210 -1.876 -0.081
H: -1.142 -0.443 0.651
H: 1.342 0.993 1.051
H: 1.494 2.280 -0.044

Gap between HOMO and LUMO (spin up / spin down) (eV): 8.63 / 9.72
LUMO (spin up / spin down) (Eh): 0.004 / 0.020
Molecular weight (g/mol): 64.1
HOMO level (spin up / spin down) (eV): -8.5 / -9.2



Q: Which of them is the least stable? A: (2).



(1)
Molecular formula: C5H12N2
Method: DFT, the ωB97M-V functional and the def2-TZVPD basis

Positions of all 19 atoms, in Å:
C: 2.500 -1.654 -0.130
N: 1.210 -1.806 -0.251
C: 0.051 -0.973 -0.003
C: -1.165 -1.583 -0.172
C: 0.320 0.396 0.599
C: -0.372 1.426 -0.406
N: -1.557 2.167 0.265
H: 2.677 -0.874 0.592
H: 3.349 -1.969 -0.745
H: 0.884 -2.774 -0.358
H: -1.913 -1.034 -0.780
H: -1.423 -2.628 0.039
H: 1.395 0.487 0.720
H: -0.135 0.673 1.565
H: -0.812 0.981 -1.357
H: 0.359 2.155 -0.764
H: -2.168 1.562 0.808
H: -2.074 2.588 -0.496
H: -1.126 2.860 0.872

Charge: +2
Gap between HOMO and LUMO (eV): 8.21
LUMO (Eh): -0.348
SMILES: C=[NH+]C(=C)CC[NH3+]
Molecular weight (g/mol): 100.2
HOMO level (eV): -17.7



(2)
Molecular formula: C5H12N2
Method: DFT, the ωB97M-V functional and the def2-TZVPD basis

Positions of all 19 atoms, in Å:
C: -2.086 -1.400 -0.064
C: -1.145 -0.643 -0.804
C: 3.044 -0.150 0.602
C: -0.230 0.555 1.089
C: 0.339 1.114 -1.263
N: 3.994 -0.552 0.192
N: -0.237 0.238 -0.270
H: -3.091 -1.014 -0.460
H: -2.072 -1.108 0.994
H: -1.088 -0.675 -1.924
H: 2.069 0.160 1.011
H: -1.100 1.056 1.372
H: -0.234 -0.395 1.659
H: 0.671 1.222 1.255
H: -0.052 2.180 -1.072
H: 1.477 1.237 -1.110
H: 0.130 0.715 -2.259
H: 4.834 -0.962 -0.303
H: -2.152 -2.410 -0.074

Charge: +2
Gap between HOMO and LUMO (eV): 10.78
LUMO (Eh): -0.311
Molecular weight (g/mol): 100.2
HOMO level (eV): -19.2



Q: Which of them is the least stable? A: (2).